The following is a DFT calculation (wB97M-V/def2-TZVPD) of a structure of composition C44H77N10O7PRbS3Si4 in a non-equilibrium geometry.

The geometry in XYZ format:
```
147
Properties=species:S:1:pos:R:3:lowdin_charge:R:1
Rb -0.39 0.43 0.36 0.670
N -1.41 2.32 2.77 -0.005
C -0.44 2.59 3.83 -0.276
C 0.93 2.03 3.43 -0.128
C 1.57 2.96 2.39 -0.690
O 1.94 4.06 2.80 -0.019
O 1.65 2.53 1.19 -0.225
H -2.27 2.83 2.92 0.041
H -1.67 1.34 2.78 -0.014
H -0.74 2.19 4.81 0.095
H -0.34 3.67 3.94 0.115
H 0.82 1.02 3.04 0.062
H 1.59 2.02 4.31 0.115
C -1.11 -2.38 6.56 -0.075
N -1.28 -2.02 5.16 -0.130
C -0.71 -1.02 4.47 -0.134
N -0.98 -1.15 3.19 0.076
C -1.73 -2.28 3.15 -0.185
N -1.93 -2.85 4.32 0.110
C 0.23 -3.07 6.76 -0.193
C 1.26 -2.46 7.45 -0.031
C 2.52 -3.04 7.50 -0.063
C 2.76 -4.22 6.82 -0.016
C 1.73 -4.84 6.12 -0.138
C 0.46 -4.27 6.10 0.036
C 1.98 -5.99 5.24 -0.301
N 1.73 -7.25 5.38 0.119
N 2.07 -7.86 4.19 0.112
C 2.50 -6.92 3.40 -0.292
O 2.48 -5.71 4.01 0.143
C 2.90 -6.98 2.00 -0.131
C 2.86 -8.18 1.29 -0.019
C 3.18 -8.18 -0.05 -0.067
C 3.52 -7.00 -0.70 -0.035
C 3.57 -5.80 0.01 -0.183
C 3.93 -4.50 -0.67 -0.074
N 3.11 -3.39 -0.22 -0.129
C 1.95 -2.93 -0.70 -0.144
N 1.49 -1.97 0.06 0.064
C 2.43 -1.88 1.04 -0.213
N 3.43 -2.72 0.91 0.107
C 3.27 -5.81 1.36 0.038
H -1.93 -3.05 6.81 0.130
H -1.18 -1.48 7.17 0.127
H -0.13 -0.24 4.93 0.128
H -2.14 -2.68 2.23 0.118
H 1.09 -1.51 7.95 0.114
H 3.32 -2.56 8.05 0.107
H 3.75 -4.66 6.82 0.121
H -0.33 -4.74 5.53 0.128
H 2.56 -9.09 1.80 0.115
H 3.14 -9.10 -0.62 0.105
H 3.75 -7.01 -1.76 0.112
H 3.82 -4.58 -1.75 0.127
H 4.96 -4.23 -0.45 0.136
H 1.48 -3.31 -1.60 0.135
H 2.38 -1.17 1.85 0.116
H 3.30 -4.88 1.92 0.111
O 1.93 1.12 -1.90 -0.374
N 3.20 1.52 -2.64 -0.255
C -3.51 -2.91 -5.67 -0.109
C -2.30 -2.44 -4.86 -0.308
C -2.70 -1.91 -3.49 -0.339
S -1.26 -1.23 -2.60 0.900
O -1.68 -1.15 -1.18 -0.740
C -1.34 0.47 -3.27 -0.329
C -2.42 1.34 -2.62 -0.286
C -3.54 1.75 -3.57 -0.086
H -3.20 -3.32 -6.63 0.069
H -4.19 -2.08 -5.86 0.075
H -4.06 -3.68 -5.13 0.075
H -1.77 -1.66 -5.41 0.100
H -1.59 -3.26 -4.73 0.104
H -3.07 -2.71 -2.84 0.100
H -3.47 -1.14 -3.55 0.082
H -1.47 0.37 -4.35 0.081
H -0.33 0.86 -3.09 0.049
H -1.96 2.25 -2.22 0.108
H -2.85 0.82 -1.76 0.027
H -3.16 2.32 -4.42 0.072
H -4.27 2.36 -3.04 0.071
H -4.08 0.88 -3.97 0.060
C -6.37 5.36 0.87 -0.076
C -5.06 4.71 0.46 -0.471
C -4.13 4.51 1.65 -0.091
O -5.29 3.51 -0.29 -0.318
P -5.56 2.01 0.27 -0.157
S -7.02 1.93 1.61 0.185
S -3.85 1.14 0.77 0.246
O -6.01 1.50 -1.21 -0.330
C -6.62 0.26 -1.55 -0.480
C -6.02 -0.95 -0.84 -0.087
C -8.13 0.32 -1.38 -0.075
H -6.17 6.32 1.35 0.075
H -6.91 4.71 1.56 0.027
H -7.00 5.52 -0.01 0.078
H -4.56 5.36 -0.26 0.135
H -4.60 3.85 2.38 0.062
H -3.92 5.47 2.12 0.081
H -3.19 4.06 1.33 0.052
H -6.40 0.17 -2.62 0.127
H -6.22 -0.89 0.23 0.063
H -4.93 -0.98 -0.97 0.045
H -6.46 -1.86 -1.24 0.077
H -8.38 0.45 -0.33 0.028
H -8.58 -0.60 -1.76 0.074
H -8.53 1.17 -1.93 0.079
C 4.16 -1.16 -3.22 -0.163
Si 4.56 0.49 -2.39 0.395
C 5.08 0.18 -0.62 -0.142
C 5.97 1.29 -3.34 -0.172
Si 2.23 2.79 -1.90 0.510
Si 1.45 3.57 -3.98 0.474
C 1.02 2.18 -5.19 -0.204
C 2.96 4.45 -4.72 -0.219
C 0.01 4.80 -3.98 -0.218
Si 2.82 4.09 -0.05 0.436
C 4.38 3.58 0.89 -0.186
C 1.28 5.08 0.42 -0.195
C 3.64 5.46 -1.17 -0.264
H 4.99 -1.86 -3.17 0.023
H 3.92 -1.00 -4.28 0.027
H 3.29 -1.61 -2.75 0.003
H 6.02 -0.37 -0.56 0.033
H 4.32 -0.40 -0.09 0.005
H 5.20 1.13 -0.09 0.006
H 6.85 0.65 -3.30 0.025
H 6.24 2.26 -2.92 0.025
H 5.71 1.44 -4.39 0.024
H 1.43 2.40 -6.18 0.027
H -0.05 2.03 -5.29 0.008
H 1.47 1.24 -4.84 0.018
H 3.80 3.75 -4.77 0.019
H 3.27 5.29 -4.10 0.007
H 2.76 4.82 -5.73 0.026
H -0.88 4.39 -3.48 0.013
H -0.27 5.06 -5.00 0.025
H 0.28 5.72 -3.46 0.020
H 4.34 2.54 1.19 0.010
H 4.47 4.18 1.79 0.033
H 5.26 3.74 0.26 0.025
H 0.47 4.46 0.80 0.028
H 0.92 5.64 -0.45 0.022
H 1.52 5.80 1.20 0.039
H 4.51 5.08 -1.73 0.013
H 4.00 6.29 -0.55 0.027
H 2.94 5.88 -1.90 0.000
```

For the HOMO energy, the calculation gives -4.5 eV. The molecular weight comes out at 1183.1 g/mol. As for the charge: -1. As for the relative energy (zero: lowest compared OMol25 entry of this formula, charge and spin): 0.37 kcal/mol.

The following is a DFT calculation (wB97M-V/def2-TZVPD) of a cluster of 6 separate species, C44H77NO9 in total in a non-equilibrium geometry.

The geometry in XYZ format:
```
131
Properties=species:S:1:pos:R:3:lowdin_charge:R:1
C -6.31 -1.18 -2.55 -0.115
C -6.38 0.19 -3.24 -0.255
C -6.21 0.05 -4.77 -0.220
C -4.98 0.80 -5.29 -0.206
C -5.05 2.33 -5.03 -0.199
C -3.82 2.91 -4.31 -0.183
C -4.03 3.16 -2.81 -0.169
C -2.97 2.51 -1.93 -0.127
N -2.62 3.32 -0.72 0.046
C -3.13 2.78 0.49 -0.380
O -4.17 3.07 0.99 0.151
C -2.10 1.86 1.07 -0.100
C -2.19 0.93 2.08 0.038
C -1.02 0.23 2.44 -0.116
C -1.15 -0.75 3.58 -0.100
C -1.98 -2.01 3.32 -0.424
C -2.36 -2.64 4.64 -0.047
O -3.16 -1.71 2.56 -0.030
C 0.21 0.49 1.77 -0.059
C 1.45 -0.28 2.20 -0.119
C 1.37 -1.80 1.99 -0.161
C 2.05 -2.34 0.71 -0.194
C 2.64 -3.73 0.94 -0.180
C 1.58 -4.81 1.05 -0.240
O 2.20 -6.06 0.79 -0.190
C 1.51 -7.16 1.35 -0.122
C 0.28 1.48 0.75 -0.031
C 1.55 1.89 0.01 -0.285
C 2.24 0.75 -0.74 -0.034
C 2.51 2.62 0.99 -0.193
C 2.17 4.11 1.09 -0.074
C -0.91 2.15 0.42 -0.036
C -1.18 3.23 -0.56 -0.355
O -0.42 3.95 -1.11 0.143
H -5.33 -1.62 -2.75 0.071
H -6.39 -1.08 -1.47 0.066
H -7.09 -1.83 -2.93 0.070
H -5.55 0.78 -2.87 0.077
H -7.32 0.67 -3.00 0.106
H -7.08 0.42 -5.31 0.106
H -6.07 -1.01 -5.00 0.099
H -4.11 0.36 -4.80 0.105
H -4.90 0.62 -6.36 0.101
H -5.14 2.79 -6.01 0.100
H -5.97 2.56 -4.51 0.102
H -3.50 3.82 -4.81 0.105
H -3.03 2.17 -4.41 0.094
H -5.03 2.86 -2.49 0.096
H -3.98 4.23 -2.62 0.113
H -2.07 2.41 -2.53 0.122
H -3.30 1.52 -1.63 0.131
H -3.13 0.77 2.58 0.130
H -0.19 -1.05 3.98 0.110
H -1.66 -0.22 4.39 0.127
H -1.42 -2.76 2.78 0.125
H -2.98 -1.97 5.23 0.084
H -2.82 -3.62 4.51 0.079
H -1.44 -2.79 5.22 0.084
H -3.18 -2.30 1.81 0.096
H 2.33 0.09 1.70 0.076
H 1.57 -0.08 3.26 0.122
H 1.90 -2.28 2.82 0.117
H 0.35 -2.16 1.98 0.084
H 1.29 -2.43 -0.06 0.111
H 2.83 -1.67 0.39 0.089
H 3.25 -4.00 0.08 0.117
H 3.26 -3.76 1.83 0.119
H 1.13 -4.85 2.05 0.114
H 0.79 -4.66 0.30 0.126
H 2.20 -8.00 1.38 0.088
H 1.18 -6.97 2.37 0.084
H 0.66 -7.47 0.74 0.070
H 1.28 2.65 -0.71 0.090
H 2.61 1.13 -1.70 0.063
H 3.11 0.38 -0.21 0.063
H 1.58 -0.08 -0.97 0.081
H 3.55 2.46 0.71 0.104
H 2.38 2.22 1.99 0.101
H 2.06 4.57 0.11 0.063
H 2.93 4.61 1.70 0.072
H 1.24 4.22 1.63 0.058
C -2.35 -9.34 0.80 -0.022
C -1.65 -9.99 1.97 -0.502
C -2.47 -10.94 2.81 -0.025
O -0.49 -9.75 2.23 0.070
H -1.65 -8.68 0.28 0.071
H -2.70 -10.11 0.10 0.086
H -3.20 -8.76 1.14 0.085
H -2.82 -11.77 2.20 0.085
H -3.33 -10.42 3.24 0.084
H -1.85 -11.33 3.62 0.081
C 2.29 4.30 -3.13 -0.022
C 3.59 5.05 -2.97 -0.503
C 3.59 6.50 -3.42 -0.023
O 4.58 4.53 -2.51 0.054
H 2.42 3.28 -2.78 0.056
H 1.50 4.77 -2.55 0.073
H 2.01 4.26 -4.18 0.093
H 2.85 7.06 -2.85 0.085
H 3.35 6.56 -4.48 0.084
H 4.58 6.93 -3.25 0.079
C 4.48 1.32 -4.58 -0.012
C 3.15 0.69 -4.94 -0.502
C 3.19 -0.63 -5.67 -0.025
O 2.10 1.23 -4.66 0.061
H 4.32 2.26 -4.06 0.060
H 5.04 0.64 -3.93 0.089
H 5.06 1.50 -5.48 0.088
H 3.71 -1.37 -5.06 0.085
H 3.72 -0.51 -6.62 0.084
H 2.18 -0.96 -5.87 0.080
C 6.22 2.43 2.57 -0.017
C 6.13 0.93 2.54 -0.500
C 7.43 0.16 2.49 -0.024
O 5.07 0.36 2.56 0.062
H 5.22 2.86 2.61 0.070
H 6.78 2.76 3.45 0.086
H 6.73 2.80 1.68 0.090
H 8.04 0.40 3.36 0.084
H 7.99 0.44 1.59 0.085
H 7.23 -0.90 2.47 0.080
C -0.61 4.46 6.11 -0.024
C -0.25 4.09 4.69 -0.493
C -1.39 3.86 3.74 -0.005
O 0.91 3.98 4.34 0.071
H 0.30 4.59 6.69 0.080
H -1.18 5.39 6.12 0.084
H -1.21 3.67 6.56 0.083
H -2.00 4.76 3.66 0.096
H -2.02 3.04 4.10 0.088
H -1.01 3.61 2.76 0.063
```

For the HOMO energy, the calculation gives -9.0 eV. The molecular weight comes out at 764.1 g/mol. The SMILES is CCCCCCCCN1C(=O)c2cc(C[C@@H](C)O)c(CCCCCOC)c([C@H](C)CC)c2C1=O.CC(C)=O.CC(C)=O.CC(C)=O.CC(C)=O.CC(C)=O.

The following is a DFT calculation (wB97M-V/def2-TZVPD) of a structure of composition C44H78KN6O6Sb.

The geometry in XYZ format:
```
136
Properties=species:S:1:pos:R:3:lowdin_charge:R:1
K -0.91 0.63 -0.33 0.771
C 0.80 2.32 5.17 -0.041
C 1.45 2.19 3.78 -0.339
C 1.72 3.58 3.22 -0.100
C 2.79 3.73 2.12 -0.537
C 2.75 5.19 1.67 -0.035
C 4.18 3.39 2.68 -0.022
N 2.44 2.84 0.98 0.000
C 3.26 3.01 -0.22 -0.169
C 2.65 2.35 -1.45 -0.176
N 2.54 0.89 -1.44 -0.103
C 1.74 0.45 -2.61 -0.081
C 0.46 -0.31 -2.24 -0.765
O -0.57 -0.05 -2.89 -0.049
O 0.52 -1.06 -1.23 -0.211
C 3.83 0.19 -1.31 -0.340
C 4.68 0.17 -2.59 -0.045
C 3.65 -1.23 -0.76 -0.093
C 3.59 -1.40 0.77 -0.545
C 4.84 -0.78 1.42 -0.038
C 3.61 -2.91 1.05 -0.031
N 2.34 -0.86 1.28 0.028
C 2.22 -0.64 2.70 -0.210
C 0.86 -0.09 3.09 -0.164
N 0.69 1.35 2.83 -0.110
C -0.71 1.74 2.71 -0.103
C -1.10 2.76 1.64 -0.590
O -2.24 3.16 1.61 0.096
O -0.23 3.09 0.70 0.032
H 1.54 2.67 5.88 0.085
H 0.42 1.36 5.53 0.076
H -0.02 3.04 5.17 0.080
H 2.40 1.69 3.91 0.117
H 2.06 4.20 4.06 0.126
H 0.79 4.05 2.89 0.126
H 2.79 5.83 2.55 0.091
H 1.83 5.40 1.13 0.097
H 3.60 5.46 1.05 0.079
H 4.41 4.01 3.55 0.091
H 4.96 3.58 1.94 0.081
H 4.26 2.35 2.98 0.071
H 2.50 1.88 1.29 0.101
H 0.76 2.89 0.89 0.072
H 4.29 2.69 -0.06 0.109
H 3.30 4.08 -0.45 0.111
H 3.23 2.70 -2.33 0.122
H 1.64 2.75 -1.57 0.100
H 2.31 -0.18 -3.29 0.120
H 1.45 1.32 -3.20 0.112
H 4.41 0.76 -0.57 0.104
H 4.34 -0.59 -3.29 0.074
H 5.72 -0.07 -2.34 0.081
H 4.68 1.13 -3.10 0.074
H 4.50 -1.83 -1.10 0.121
H 2.75 -1.67 -1.20 0.109
H 5.74 -1.09 0.89 0.090
H 4.95 -1.09 2.46 0.080
H 4.81 0.32 1.41 0.063
H 4.54 -3.36 0.69 0.088
H 2.77 -3.40 0.56 0.058
H 3.54 -3.11 2.12 0.074
H 1.98 -0.11 0.69 0.084
H 3.01 0.01 3.12 0.095
H 2.35 -1.60 3.21 0.111
H 0.68 -0.32 4.16 0.121
H 0.11 -0.63 2.52 0.076
H -1.16 2.12 3.63 0.130
H -1.29 0.84 2.49 0.116
O -1.89 2.59 -7.49 -0.054
C -0.65 3.02 -6.97 -0.211
C -0.76 3.27 -5.50 -0.180
C 0.27 3.90 -4.81 -0.021
C 0.16 4.07 -3.45 -0.145
N -0.88 3.66 -2.73 0.146
C -1.87 3.08 -3.39 -0.211
C -1.86 2.86 -4.77 0.052
C -3.04 2.61 -2.60 -0.191
C -4.34 2.72 -3.08 0.052
C -5.39 2.21 -2.33 -0.179
C -6.81 2.31 -2.81 -0.214
O -7.08 3.49 -3.53 -0.054
C -5.08 1.56 -1.13 0.001
C -3.75 1.50 -0.74 -0.151
N -2.76 2.04 -1.43 0.060
H -1.79 2.35 -8.41 0.090
H -0.32 3.94 -7.47 0.126
H 0.12 2.26 -7.14 0.132
H 1.16 4.26 -5.33 0.114
H 0.95 4.57 -2.90 0.104
H -2.68 2.35 -5.25 0.123
H -4.53 3.22 -4.02 0.128
H -7.50 2.19 -1.96 0.121
H -7.01 1.49 -3.50 0.133
H -6.91 4.25 -2.96 0.095
H -5.85 1.12 -0.52 0.116
H -3.49 0.98 0.18 0.077
C -1.34 -5.82 -0.74 -0.112
C -0.82 -4.39 -0.82 -0.695
C 0.71 -4.40 -0.88 -0.142
C -1.34 -3.75 -2.11 -0.118
Sb -1.30 -3.10 0.90 1.636
C -3.50 -2.81 0.79 -0.703
C -3.82 -1.63 1.73 -0.143
C -3.88 -2.37 -0.63 -0.126
C -4.39 -3.99 1.18 -0.117
C -1.08 -4.42 2.67 -0.706
C -1.69 -3.67 3.86 -0.142
C -1.66 -5.83 2.64 -0.114
C 0.43 -4.53 2.92 -0.140
H -1.13 -6.33 -1.68 0.085
H -2.42 -5.86 -0.58 0.067
H -0.87 -6.39 0.05 0.055
H 1.02 -4.96 -1.77 0.089
H 1.16 -4.89 -0.01 0.054
H 1.09 -3.38 -0.96 0.046
H -0.83 -4.23 -2.95 0.088
H -1.14 -2.68 -2.17 0.054
H -2.41 -3.91 -2.25 0.059
H -3.24 -0.74 1.46 0.038
H -3.60 -1.85 2.77 0.062
H -4.88 -1.38 1.65 0.086
H -3.16 -1.68 -1.08 0.070
H -4.85 -1.88 -0.62 0.081
H -3.95 -3.23 -1.30 0.066
H -4.26 -4.26 2.23 0.060
H -4.19 -4.87 0.58 0.066
H -5.44 -3.73 1.04 0.084
H -2.78 -3.69 3.84 0.061
H -1.36 -2.62 3.90 0.061
H -1.37 -4.15 4.79 0.082
H -2.70 -5.86 2.29 0.060
H -1.64 -6.26 3.64 0.084
H -1.08 -6.49 1.99 0.058
H 0.90 -3.55 3.00 0.055
H 0.94 -5.08 2.13 0.063
H 0.60 -5.07 3.86 0.085
```

For the HOMO energy, the calculation gives -7.5 eV. The molecular weight comes out at 948.0 g/mol.

no.,total energy (eV)
1,-150079.73392
2,-66794.16832
3,-90983.48398